[1]
A molecular structure, C39H54As2Cl3F6GeN2O5PRuSSi2Te at a distorted geometry, computed with the ωB97M-V functional and the def2-TZVPD basis.

```
! wB97M-V def2-TZVPD RIJCOSX def2/J DEFGRID3
* xyz 1 6
Ru -0.630 0.270 -0.401
O 3.222 2.189 -0.122
S 2.340 1.625 -1.230
O 1.371 2.609 -1.646
N 1.631 0.281 -0.889
C 2.381 -0.851 -0.512
C 3.752 -0.939 -0.633
C 4.438 -2.106 -0.269
C 3.773 -3.166 0.271
C 2.384 -3.083 0.492
C 1.662 -4.079 1.185
C 0.347 -3.883 1.475
C -0.282 -2.721 1.003
N 0.338 -1.807 0.291
C 1.676 -1.931 0.074
C 3.460 1.388 -2.593
C 3.192 0.382 -3.509
C 4.042 0.217 -4.590
C 5.146 1.046 -4.739
C 5.402 2.051 -3.816
C 4.554 2.226 -2.735
H 4.312 -0.089 -0.995
H 5.511 -2.142 -0.402
H 4.298 -4.061 0.577
H 2.179 -4.974 1.508
H -0.226 -4.595 2.050
H -1.323 -2.538 1.233
H 2.339 -0.271 -3.361
H 3.850 -0.565 -5.311
H 5.812 0.905 -5.579
H 6.268 2.687 -3.934
H 4.736 2.993 -1.998
C 1.262 3.888 -4.526
C 0.505 2.592 -4.754
O -0.641 2.511 -3.902
P -0.955 1.429 -2.748
O -1.833 0.361 -3.640
C -2.308 0.503 -4.991
C -3.490 1.442 -5.127
O -2.007 2.310 -1.908
C -2.711 3.518 -2.283
C -1.858 4.744 -2.024
H 2.148 3.910 -5.161
H 1.557 3.964 -3.482
H 0.628 4.739 -4.774
H 1.161 1.736 -4.595
H 0.134 2.556 -5.781
H -2.596 -0.505 -5.285
H -1.482 0.832 -5.625
H -4.214 1.246 -4.336
H -3.973 1.276 -6.089
H -3.166 2.480 -5.077
H -3.599 3.517 -1.651
H -3.011 3.461 -3.326
H -1.536 4.756 -0.981
H -2.437 5.641 -2.242
H -0.973 4.725 -2.658
F -0.604 -0.160 2.485
As 0.850 -0.010 3.534
F 0.438 1.685 3.794
F 2.264 0.233 4.484
F 1.723 0.523 2.105
F 1.297 -1.639 3.233
F -0.133 -0.436 4.871
C 2.312 4.978 0.212
Si 3.576 3.679 0.733
C 5.241 4.312 0.104
C 3.639 3.117 2.509
As -0.519 2.348 0.818
Si -1.491 3.547 2.876
C -0.089 4.540 3.679
C -2.578 4.822 1.974
C -2.291 2.357 4.100
H 2.711 5.990 0.283
H 1.396 4.924 0.802
H 2.021 4.802 -0.823
H 5.580 5.090 0.792
H 5.169 4.782 -0.878
H 6.025 3.554 0.070
H 3.896 3.945 3.171
H 4.393 2.339 2.646
H 2.688 2.700 2.840
H 0.659 4.863 2.954
H 0.417 3.951 4.441
H -0.514 5.427 4.153
H -2.053 5.776 1.917
H -3.521 4.979 2.500
H -2.817 4.500 0.963
H -1.602 2.177 4.925
H -2.522 1.389 3.657
H -3.217 2.773 4.500
Te -1.594 -1.891 -2.000
C -2.981 -2.509 -3.519
C -4.357 -2.352 -3.480
C -5.144 -2.909 -4.481
C -4.563 -3.635 -5.508
C -3.185 -3.794 -5.545
C -2.396 -3.233 -4.553
C -1.976 -3.821 -1.162
C -1.002 -4.810 -1.221
C -1.294 -6.096 -0.794
C -2.560 -6.400 -0.315
C -3.534 -5.412 -0.261
C -3.245 -4.124 -0.684
H -4.829 -1.798 -2.685
H -6.216 -2.769 -4.445
H -5.178 -4.084 -6.276
H -2.720 -4.352 -6.347
H -1.320 -3.364 -4.577
H -0.018 -4.577 -1.611
H -0.534 -6.865 -0.845
H -2.787 -7.407 0.006
H -4.526 -5.647 0.101
H -4.009 -3.358 -0.640
Cl -4.067 2.062 1.328
Ge -2.906 0.467 0.410
Cl -3.490 -1.250 1.607
Cl -4.283 0.212 -1.302
*
```

The calculation puts the HOMO energy (spin up / spin down) at -10.44 / -10.65 eV. The value obtained for the maximum force is 2.1 eV/Å. Its orbital gap (spin up / spin down) is 6.888 / 5.635 eV. For the molar mass, the calculation gives 1421.55 g mol⁻¹. The calculation puts the LUMO energy (spin up / spin down) at -3.548 / -5.013 eV. As for the expectation value of S²: 8.80. As for the energy relative to the best compared isomer or geometry (same formula, charge and spin): 0.791 eV.

=====

[2]
C4H5Cl2NO in the gas phase at a distorted geometry, computed with the ωB97M-V functional and the def2-TZVPD basis.

```
! wB97M-V def2-TZVPD RIJCOSX def2/J DEFGRID3
* xyz 0 1
H -2.652 -1.105 0.468
N -1.847 -0.508 0.425
C -1.023 -0.689 -0.478
Cl -1.015 -1.958 -1.631
C 0.215 0.187 -0.492
C 0.127 1.345 0.618
C 1.363 -0.734 -0.134
O 1.302 -1.757 0.458
Cl 2.896 -0.103 -0.505
H 0.377 0.486 -1.476
H 0.381 0.791 1.574
H 0.793 2.210 0.508
H -0.915 1.834 0.664
*
```

The calculation puts the HOMO energy at -10.69 eV. The value obtained for the maximum force is 2.0 eV/Å. Its orbital gap is 11.375 eV. For the molar mass, the calculation gives 154.00 g mol⁻¹. Its SMILES is [H]/N=C(\Cl)[C@@H](C)C(=O)Cl. The calculation puts the LUMO energy at 0.683 eV. As for the energy relative to the best compared isomer or geometry (same formula, charge and spin): 0.098 eV.

=====

[3]
A molecular structure, C4H4Br2Cl2 at a distorted geometry, computed with the ωB97M-V functional and the def2-TZVPD basis.

```
! wB97M-V def2-TZVPD RIJCOSX def2/J DEFGRID3
* xyz 0 1
C -0.034 0.371 1.100
C -1.210 -0.314 1.329
C 0.657 -0.614 -1.312
C 0.555 0.563 -0.339
Cl -1.796 -0.447 2.878
Cl -2.291 -1.074 0.216
Br -0.511 1.971 -1.267
Br 2.360 1.285 -0.009
H 0.278 0.871 1.994
H 1.290 -0.254 -2.166
H 1.007 -1.644 -0.799
H -0.305 -0.713 -1.626
*
```

The calculation puts the HOMO energy at -9.60 eV. The value obtained for the maximum force is 4.0 eV/Å. Its orbital gap is 9.652 eV. For the molar mass, the calculation gives 282.79 g mol⁻¹. The calculation puts the LUMO energy at 0.047 eV. As for the energy relative to the best compared isomer or geometry (same formula, charge and spin): 0.000 eV.

=====

[4]
A molecular structure, C10H12IN2O2, computed with the ωB97M-V functional and the def2-TZVPD basis.

```
! wB97M-V def2-TZVPD RIJCOSX def2/J DEFGRID3
* xyz 1 1
I 4.189 1.034 2.949
C 3.657 1.268 0.856
C 2.582 0.272 0.742
N 1.429 0.813 0.876
C 1.508 2.281 1.069
C 2.927 2.567 0.563
H 4.591 1.067 0.344
H 2.692 -0.793 0.570
H 0.545 0.293 0.932
H 1.351 2.493 2.130
H 0.733 2.765 0.482
H 2.859 2.665 -0.526
H 3.406 3.448 0.980
C -2.430 -2.096 -2.630
C -1.191 -1.751 -2.098
C -1.135 -1.305 -0.792
C -2.294 -1.184 -0.061
C -3.535 -1.522 -0.559
C -3.587 -1.988 -1.866
N -2.145 -0.620 1.296
O -1.044 -0.146 1.600
O -3.122 -0.532 1.990
H -2.495 -2.456 -3.648
H -0.291 -1.846 -2.690
H -0.234 -1.053 -0.265
H -4.421 -1.412 0.049
H -4.543 -2.261 -2.292
*
```

The calculation puts the HOMO energy at -13.03 eV. The value obtained for the maximum force is 1.0 eV/Å. Its orbital gap is 8.572 eV. For the molar mass, the calculation gives 319.12 g mol⁻¹. The calculation puts the LUMO energy at -4.456 eV. As for the energy relative to the best compared isomer or geometry (same formula, charge and spin): 0.000 eV.